A cluster of 4 separate species, C24H52BCl2NO17P3 in total, computed with wB97M-V/def2-TZVPD.

Values from the calculation:
HOMO = -5.00 eV
Charge = -1
Spin multiplicity = 1

CARTESIAN COORDINATES (ANGSTROEM)
Cl1 -7.63901 -4.44572 -1.28383
Cl2 -8.60119 -3.05569 2.71666
P1 0.93657 2.73841 -2.92638
P2 5.77037 8.11789 -2.23113
P3 3.00829 -6.54007 2.05500
O1 5.89275 6.65657 -3.00024
O2 2.94276 -6.07193 0.63270
O3 -5.52198 -2.00963 1.78490
O4 1.56571 -7.35189 2.18818
O5 -0.64171 3.22029 -2.87166
O6 -5.19359 0.47844 -0.84359
O7 2.58163 2.98404 -2.88695
O8 2.50903 -5.46814 3.13226
O9 4.93767 7.75004 -1.04055
O10 5.70496 9.77623 -2.16071
O11 0.91442 2.79332 -4.53529
O12 1.05546 -1.81285 1.36092
O13 -6.89545 -0.81747 0.30098
O14 4.60755 -6.24018 2.40794
O15 0.84429 1.34495 -2.38205
O16 -3.14399 -0.72129 4.70041
O17 7.35174 8.11326 -1.95443
N1 -3.89016 2.36505 -0.01312
C1 1.53424 -8.67517 1.62981
C2 2.80962 -4.08462 2.92592
C3 -3.55624 -1.82916 0.42315
C4 -4.57768 1.52393 -0.45633
C5 -4.10219 -0.32083 2.47237
C6 -1.11693 3.65187 -1.57645
C7 -8.26634 -4.14721 0.32846
C8 -1.39517 -1.77023 -0.97647
C9 7.82712 8.57335 -0.69322
C10 4.40241 10.37491 -2.25543
C11 -4.01865 -1.26358 3.68630
C12 1.08954 -0.45435 0.94344
C13 1.35807 0.49200 2.13407
C14 5.58258 -6.91885 1.60451
C15 1.58393 1.76920 -5.26066
C16 -0.26096 -2.35847 1.29709
C17 -9.43245 -5.04044 0.71410
C18 -5.69526 -0.20609 0.39829
C19 -4.60799 -1.05642 1.21194
C20 -0.65954 -2.81568 -0.11455
C21 -7.78574 -3.20800 1.12944
C22 3.18480 2.92072 -1.58230
C23 -2.47456 -0.95940 -0.24217
C24 4.74950 6.26102 -3.78266
B1 -6.58086 -2.20128 0.78180
H1 -9.12268 -5.82767 1.40207
H2 4.47992 7.04437 -4.49164
H3 1.91419 -0.36641 0.22943
H4 -1.18326 -3.77185 -0.05339
H5 -2.52601 -1.42692 4.88647
H6 -2.11517 4.06103 -1.69743
H7 -3.65561 -2.24341 3.37240
H8 -0.46641 4.42539 -1.16508
H9 0.91763 1.47473 1.95841
H10 3.71299 -3.82229 3.47868
H11 5.73850 -6.36747 0.67831
H12 -3.07717 -2.56543 1.07894
H13 8.11285 9.62298 -0.76944
H14 5.00591 5.36069 -4.33468
H15 -1.16232 2.80391 -0.89374
H16 -3.14253 0.17952 2.30018
H17 0.58581 -9.13151 1.90247
H18 1.98013 -3.49805 3.31173
H19 1.01729 0.06062 3.07565
H20 -4.02365 -2.41128 -0.37366
H21 -4.81911 0.45586 2.75155
H22 0.28277 -3.04053 -0.62854
H23 -5.97652 -2.68974 -0.16113
H24 -1.88587 -2.31268 -1.79504
H25 2.94397 -3.84917 1.87156
H26 3.77613 9.85108 -2.97516
H27 -0.98422 -1.69889 1.78834
H28 5.27272 -7.93832 1.38023
H29 3.92665 10.36720 -1.27612
H30 1.64714 0.84453 -4.68690
H31 2.34446 -9.28817 2.02746
H32 -5.02103 -1.33719 4.10090
H33 -2.90763 -0.27402 -0.97283
H34 -5.92450 0.65092 1.05389
H35 1.01945 1.58333 -6.17279
H36 4.12751 3.46534 -1.61414
H37 2.53852 3.38002 -0.83668
H38 -0.20949 -3.26186 1.91711
H39 4.52789 11.40502 -2.58446
H40 2.58756 2.10387 -5.52827
H41 3.38232 1.88338 -1.31594
H42 -9.79583 -5.52267 -0.19793
H43 6.51699 -6.95156 2.16305
H44 -10.25441 -4.44196 1.10124
H45 0.17097 -0.13648 0.44925
H46 1.60905 -8.62478 0.54218
H47 8.70641 7.98638 -0.43486
H48 7.07682 8.45345 0.08826
H49 -1.99165 -0.32904 0.51417
H50 2.44305 0.61170 2.21877
H51 3.90346 6.05027 -3.12693
H52 -0.71136 -1.05709 -1.44639

Here are the Mulliken charges for atoms 1 to 4, given in e: atom 1 (Cl): -0.24, atom 2 (Cl): -0.28, atom 3 (P): 1.10, atom 4 (P): 1.11

A structure of composition C24H52ClGeN2O2PdSi3Te, computed with wB97M-V/def2-TZVPD.

Values from the calculation:
HOMO (spin up / spin down) = -6.63 / -6.76 eV
Spin multiplicity = 2
Expectation value of S² = 0.8104

CARTESIAN COORDINATES (ANGSTROEM)
Te1 1.93233 1.63440 0.34003
Pd1 0.46547 -0.33487 1.04629
Ge1 -1.86629 -0.32933 0.48977
Cl1 -0.88369 -1.87025 5.59096
Si1 -0.96200 0.03326 -2.25956
Si2 -3.73613 1.13550 0.26212
Si3 -2.27976 -2.67480 -0.00145
O1 -0.56302 -1.84543 2.44767
O2 -2.38785 -0.57528 2.45655
N1 2.15149 -1.16907 2.56646
N2 0.00060 1.51594 3.26621
C1 -2.14813 -0.29642 -3.66500
C2 -2.08769 -2.04585 4.28588
C3 2.88320 2.32460 -2.50817
C4 2.83400 1.28958 -1.55069
C5 2.36201 1.66080 4.11279
C6 0.52556 -1.04840 -2.57605
C7 -3.41828 -3.47539 1.25618
C8 2.26446 3.69341 -2.31353
C9 -0.61957 1.85573 -2.31224
C10 3.16342 0.35743 4.32221
C11 3.37146 -0.55128 3.11753
C12 -1.60911 -1.44087 2.98358
C13 4.14887 -0.09742 -3.02848
C14 4.21024 0.90911 -3.98246
C15 -4.98059 0.84984 1.62040
C16 3.57075 2.10759 -3.70264
C17 4.95325 0.71554 -5.28097
C18 3.47820 0.06717 -1.81881
C19 -0.65766 -3.63394 -0.03446
C20 -3.17500 2.91998 0.34021
C21 0.86763 1.63053 4.45717
C22 3.52033 -1.08084 -0.83808
C23 -3.09112 -2.89934 -1.67584
C24 -4.62019 0.89962 -1.36589
H1 4.64336 -1.04570 -3.22531
H2 -2.88123 -3.72420 2.17683
H3 -3.99291 3.55466 0.70195
H4 0.24067 -1.94438 -3.14188
H5 1.45450 -1.34683 3.27795
H6 -1.61820 -0.00245 -4.58299
H7 5.40716 -0.27460 -5.33318
H8 0.62588 2.52276 5.03996
H9 3.60869 2.91355 -4.43469
H10 -5.24471 -0.21037 1.71006
H11 -5.53972 1.49811 -1.34335
H12 0.03968 2.36640 2.71961
H13 -0.68072 -4.43872 0.70862
H14 -4.25900 -2.82062 1.51567
H15 -2.36772 -2.79706 -2.49111
H16 2.72140 -0.22407 5.14192
H17 -3.82475 -4.40437 0.84148
H18 -4.58993 1.17395 2.59003
H19 -3.00960 -1.57692 4.60134
H20 -3.52068 -3.90863 -1.72999
H21 2.58805 -1.18599 -0.29156
H22 0.12663 2.05430 -3.09184
H23 0.65480 0.77449 5.09263
H24 2.47873 1.97879 3.07353
H25 -2.87630 3.27991 -0.65056
H26 -1.53651 2.40233 -2.56793
H27 -2.31949 3.05544 1.01094
H28 3.72926 -2.01839 -1.35655
H29 4.07484 -1.33305 3.40955
H30 -4.89846 -0.14488 -1.54892
H31 1.00012 -1.36621 -1.65723
H32 5.74672 1.45782 -5.39055
H33 4.30774 -0.91878 -0.09394
H34 0.18469 -2.99543 0.21913
H35 3.02292 4.41410 -1.99229
H36 -3.05967 0.30063 -3.59529
H37 1.26734 -0.48919 -3.15946
H38 -4.01599 1.24325 -2.20825
H39 2.36933 -2.07215 2.16715
H40 -2.43693 -1.34597 -3.75569
H41 4.28372 0.82649 -6.13714
H42 -0.96434 1.39708 3.54417
H43 -0.46018 -4.06976 -1.01863
H44 2.82318 2.43264 4.73181
H45 1.48292 3.68991 -1.55964
H46 -0.23464 2.23197 -1.36734
H47 4.16848 0.63595 4.64385
H48 -2.23440 -3.11117 4.13909
H49 3.84454 0.03692 2.32609
H50 1.84312 4.05633 -3.25357
H51 -5.89017 1.41847 1.39622
H52 -3.89938 -2.17761 -1.84841

Here are the Mulliken charges for atoms 1 to 4, given in e: atom 1 (Te): 0.00, atom 2 (Pd): 0.55, atom 3 (Ge): 0.08, atom 4 (Cl): -0.19

A structure of composition C24H52O8, computed with wB97M-V/def2-TZVPD.

Values from the calculation:
HOMO = -9.82 eV
Spin multiplicity = 1

CARTESIAN COORDINATES (ANGSTROEM)
O1 2.62370 2.18459 3.63619
O2 -3.56495 2.57150 -2.39924
O3 1.37708 3.95388 0.12809
O4 0.29883 -0.81011 -0.44564
O5 0.75031 -4.44419 0.01270
O6 4.27576 3.23416 -0.99430
O7 -3.56004 -2.21407 3.81863
O8 -4.48863 -1.96307 -4.45260
C1 -6.81129 -1.34508 -4.40306
C2 2.38062 -5.91605 0.54024
C3 -2.85506 -2.19590 2.55292
C4 -3.11132 -3.31853 1.62302
C5 3.11463 1.09811 -1.00924
C6 -0.53270 0.00300 -0.95109
C7 2.33676 5.30637 1.85395
C8 -0.67209 1.39725 -0.49692
C9 -2.55964 0.50481 -2.42613
C10 2.07674 -4.54542 0.07106
C11 -3.19205 -0.83733 1.89495
C12 -1.53019 -0.52220 -1.99368
C13 4.28890 0.36311 2.84122
C14 3.96697 2.06977 -1.81393
C15 1.08286 4.60062 1.33061
C16 -5.67384 -2.25515 -3.86392
C17 2.88785 1.17070 2.54877
C18 -2.74493 1.83826 -1.99761
C19 -0.10641 5.51689 1.03713
C20 5.24554 1.46855 -2.41485
C21 1.78117 0.34216 2.52567
C22 2.64841 -3.42814 1.02375
C23 -5.48535 -1.89982 -2.33126
C24 -1.83217 2.33390 -0.93898
H1 2.24624 -6.65722 -0.07740
H2 3.72492 -3.38811 1.16129
H3 2.01592 -6.35577 1.45321
H4 3.35685 -5.93794 0.67716
H5 5.72955 0.99964 -1.64771
H6 -1.41127 -1.51773 -2.34749
H7 3.34484 2.40754 -2.67131
H8 -6.34882 -1.66454 -1.78807
H9 -3.18535 0.15277 -3.37183
H10 2.46714 -4.61386 -0.90414
H11 -7.73138 -1.19977 -3.74559
H12 2.69467 6.08400 0.95159
H13 1.71131 -0.30604 3.39885
H14 5.08644 0.77097 -3.39594
H15 2.16295 -2.51148 0.68624
H16 0.75341 0.68362 2.32034
H17 0.63965 3.87954 2.21729
H18 3.27541 3.68281 -0.95417
H19 -0.96608 4.99932 0.91095
H20 0.20245 6.56241 0.40287
H21 -2.74606 -0.66134 0.94248
H22 -4.92021 -2.74314 -2.01576
H23 5.92448 2.34640 -2.90235
H24 2.88791 0.20177 -1.64156
H25 -6.41661 -0.27458 -4.62851
H26 0.55048 -3.48767 0.23799
H27 3.72030 0.61654 -0.14311
H28 -0.14153 5.85106 2.07964
H29 3.12771 4.68397 1.71349
H30 1.64245 4.33712 -0.65474
H31 5.23578 1.10617 2.77208
H32 2.22481 -3.60717 2.02054
H33 2.33857 5.74576 2.80282
H34 -2.72629 -0.15198 2.38244
H35 -2.93319 -2.46123 4.49718
H36 -4.66654 -1.14048 -2.33118
H37 -2.73205 -4.21124 2.06038
H38 -5.98254 -3.35408 -4.03362
H39 -4.01493 -2.77659 -4.46333
H40 -4.16003 -0.51696 2.10565
H41 2.08387 -0.17217 1.48963
H42 -2.68819 -3.17098 0.61741
H43 0.09873 1.99555 0.44273
H44 -1.78470 -2.12035 2.85481
H45 -7.41553 -1.63950 -5.16775
H46 4.37828 -0.28498 3.62097
H47 2.92848 2.95616 3.30883
H48 -4.07954 -3.57326 1.53489
H49 4.42941 -0.54333 2.17411
H50 2.39422 1.56921 -0.48487
H51 -1.76536 3.34779 -0.66333
H52 3.02356 1.80080 1.68949

Here are the Mulliken charges for atoms 1 to 4, given in e: atom 1 (O): -0.62, atom 2 (O): -0.51, atom 3 (O): -0.45, atom 4 (O): -0.43

A cluster of 3 separate species, C24H53BrFN4O3 in total, computed with wB97M-V/def2-TZVPD.

Values from the calculation:
HOMO = -11.52 eV
Charge = +1
Spin multiplicity = 1

CARTESIAN COORDINATES (ANGSTROEM)
Br1 -3.23836 3.71409 -0.07474
F1 0.91139 -1.89960 2.27487
O1 5.38773 0.88170 1.63195
O2 1.91174 -2.55103 -3.36706
O3 -7.75028 1.55350 -0.61813
N1 -1.63760 0.12208 0.80338
N2 -1.02366 1.80650 -0.87040
N3 0.14487 2.92494 1.55686
N4 -2.77114 2.07308 0.61261
C1 -8.35096 3.29138 -2.26063
C2 -7.26519 3.11618 1.22288
C3 5.80240 -0.36197 2.18915
C4 1.44346 2.53664 0.97509
C5 3.44299 -2.91206 -5.26537
C6 1.37404 2.24085 -0.51709
C7 -1.77894 1.35851 0.17458
C8 2.89548 -0.39025 0.55377
C9 0.34620 1.22236 -1.00237
C10 4.75481 -1.44649 1.97685
C11 -6.75707 2.29829 0.04681
C12 -1.41705 -2.13963 2.34524
C13 4.29837 1.93513 3.57329
C14 -0.22565 -1.75695 1.49037
C15 -1.18410 -3.46701 3.06493
C16 -0.21966 -0.31550 0.94011
C17 4.06907 -1.37936 0.60746
C18 1.16800 -4.89560 -3.22221
C19 3.24654 -2.83242 -3.76247
C20 0.46102 -0.20562 -0.43477
C21 5.43415 1.96350 2.53357
C22 -8.80604 2.30486 -1.20004
C23 1.88515 -0.76759 -0.53389
C24 0.93530 -3.49767 -3.76793
H1 2.91069 -3.75565 -5.70609
H2 -6.04167 1.55169 0.40607
H3 1.14422 3.17048 -1.04373
H4 -6.21791 2.93925 -0.66177
H5 -0.63887 -4.17814 2.44474
H6 -9.38718 2.81331 -0.42367
H7 1.25679 -4.87394 -2.13459
H8 -9.46314 1.56119 -1.64837
H9 -2.32068 -2.21713 1.74153
H10 3.33903 0.58102 0.34302
H11 2.29659 -0.51300 -1.51234
H12 2.07703 -5.34455 -3.62284
H13 6.73749 -0.65228 1.70554
H14 2.18857 3.32720 1.10340
H15 4.80868 -1.07854 -0.13796
H16 -0.15444 -0.83082 -1.09658
H17 1.82960 1.69366 1.54257
H18 0.50896 1.12704 -2.07600
H19 1.79552 -1.85508 -0.55012
H20 3.83902 -2.01011 -3.35914
H21 5.25357 -2.41302 2.05989
H22 -7.77620 2.78313 -3.03602
H23 3.60410 -3.74700 -3.27737
H24 3.76018 2.88065 3.60124
H25 4.00396 -1.41505 2.76925
H26 -0.00996 -3.10886 -3.38432
H27 0.12551 2.63593 2.52567
H28 -0.11423 -2.46153 0.66215
H29 2.36180 1.93433 -0.85535
H30 0.33472 -5.54462 -3.49161
H31 -7.80046 2.47940 1.92746
H32 -1.55020 1.64360 -1.72709
H33 -2.13154 -3.92608 3.34000
H34 0.25414 0.30908 1.69187
H35 5.38032 2.87680 1.94579
H36 2.44081 -0.31984 1.53657
H37 0.03446 3.92942 1.56763
H38 3.60097 1.13742 3.31915
H39 -7.73201 4.08870 -1.84530
H40 3.09060 -1.99964 -5.74787
H41 -2.13792 -0.56273 0.24105
H42 5.99842 -0.23842 3.25570
H43 3.73333 -2.37764 0.32260
H44 -6.43052 3.58970 1.74359
H45 -9.21810 3.76004 -2.72519
H46 -1.59328 -1.35111 3.07910
H47 4.67742 1.73242 4.57259
H48 -3.34849 1.71281 1.36032
H49 6.39893 1.97930 3.04779
H50 4.50137 -3.03734 -5.49341
H51 -7.94356 3.90771 0.90470
H52 -0.61016 -3.33794 3.97816
H53 0.84673 -3.52006 -4.85910

Here are the Mulliken charges for atoms 1 to 4, given in e: atom 1 (Br): 0.08, atom 2 (F): -0.43, atom 3 (O): -0.35, atom 4 (O): -0.28

A cluster of 6 separate species, C24H53N2O6 in total, computed with wB97M-V/def2-TZVPD.

Values from the calculation:
HOMO = -11.71 eV
Charge = +1
Spin multiplicity = 1

CARTESIAN COORDINATES (ANGSTROEM)
O1 -1.74945 1.71003 4.53739
O2 4.31073 -0.51092 -0.92873
O3 -1.78933 2.25974 -4.02170
O4 0.27909 0.07722 0.58788
O5 4.54833 -1.03366 4.08564
O6 -4.24128 -3.63413 -5.44987
N1 -3.72901 1.85415 0.91762
N2 1.82075 2.62345 1.01240
C1 3.40830 0.41176 5.63606
C2 -1.23271 2.06018 0.02403
C3 -3.15822 -3.29342 -6.31231
C4 -2.14714 1.09374 -4.76278
C5 -2.83804 -0.43269 4.69065
C6 -2.19068 0.70993 5.45758
C7 -3.50738 0.59747 -4.29840
C8 5.90876 0.17383 5.66186
C9 -3.69824 3.25149 0.70744
C10 -1.87459 -3.90986 -5.77826
C11 -3.46150 -3.77786 -7.72137
C12 -1.07726 0.02879 -4.57843
C13 -2.62177 4.15319 0.16087
C14 -1.26523 3.57111 -0.22975
C15 -3.16047 1.32932 6.45088
C16 5.04009 -2.73283 -1.50822
C17 3.96500 -1.67335 -1.68781
C18 1.43362 2.09652 -0.33726
C19 2.60473 -2.18072 -1.23902
C20 0.77622 0.38408 1.90157
C21 -2.46036 1.36109 0.54685
C22 0.10265 1.21586 -0.26572
C23 1.26304 1.86623 2.17925
C24 4.65888 0.19843 4.79681
H1 -1.73943 2.01479 -3.08828
H2 2.02823 1.93054 3.03492
H3 -0.36873 4.12873 -0.63419
H4 -2.52434 2.04138 4.06371
H5 -3.07100 -2.20313 -6.30985
H6 -0.97373 -0.24353 -3.52205
H7 6.03034 1.11286 6.20720
H8 6.79728 0.00870 5.04752
H9 2.85177 2.75372 1.06436
H10 -0.04077 0.79294 -1.32836
H11 4.47381 -1.74618 4.73383
H12 -3.59808 -4.86369 -7.73950
H13 -3.81830 -0.28713 -4.85967
H14 -1.31540 -0.87231 -5.14880
H15 -1.67562 -3.56140 -4.76098
H16 -2.20090 1.38205 -5.81574
H17 -0.08102 0.17577 2.64410
H18 -2.34324 0.22877 0.70533
H19 1.43617 3.59034 1.07195
H20 -4.67324 3.77810 1.00970
H21 4.81211 -3.62886 -2.09008
H22 3.45488 1.35832 6.18030
H23 -3.48802 0.34572 -3.23277
H24 -1.02048 -3.65201 -6.40980
H25 -2.65526 -3.51629 -8.41124
H26 4.74286 0.99627 4.05244
H27 -4.32677 -4.59619 -5.44518
H28 3.27801 -0.39950 6.35852
H29 0.35348 2.46376 2.55365
H30 1.59366 -0.37582 2.18322
H31 2.61754 -2.44307 -0.17611
H32 -3.69974 -0.07815 4.11607
H33 -2.81143 5.26949 0.05636
H34 -1.30690 0.34322 5.98682
H35 1.84687 -1.40203 -1.36404
H36 -4.39175 -3.33590 -8.08699
H37 5.86642 -0.64669 6.38473
H38 -0.10294 0.40243 -4.90526
H39 4.35591 -0.76794 0.00204
H40 -3.50354 0.59160 7.17989
H41 -3.17150 -1.22310 5.36695
H42 2.27149 1.37572 -0.66713
H43 1.36011 2.87823 -1.15642
H44 -2.13337 -0.86145 3.97223
H45 3.91702 -1.37364 -2.73799
H46 2.30064 -3.06032 -1.81109
H47 -2.68590 2.15561 6.98630
H48 2.51699 0.41559 5.00115
H49 -4.26364 1.37603 -4.42585
H50 -4.03326 1.74441 5.93693
H51 6.01348 -2.34913 -1.82390
H52 -1.95555 -5.00022 -5.72899
H53 5.13727 -3.01559 -0.45510

Here are the Mulliken charges for atoms 1 to 4, given in e: atom 1 (O): -0.45, atom 2 (O): -0.53, atom 3 (O): -0.55, atom 4 (O): -0.42